The following is a quantum chemistry calculation of a single C5H9NO molecule in a non-equilibrium geometry, from the OMol25 dataset.

HOMO level in eV: -9.87
SMILES: C=CCCC(N)=O
Orbital gap in eV: 10.78
Max |F| in eV/Å: 2.05
ΔE to the lowest compared entry with this formula, charge and spin in kJ/mol: 134.61
LUMO in eV: 0.904

```
! RIJCOSX wB97M-V def2-TZVPD def2/J DEFGRID3
* xyz 0 1
C 2.43190 0.24588 0.59314
C 1.30662 -0.41223 0.44418
C 0.49887 -0.64811 -0.83199
C -1.00624 -0.80295 -0.49929
C -1.90043 0.17246 0.25841
N -1.38619 1.44512 0.39869
O -2.92794 -0.19721 0.77194
H 2.91105 0.35485 1.55108
H 2.89720 0.94071 -0.10412
H 0.71742 -0.85912 1.29053
H 0.60715 0.23047 -1.54613
H 0.84483 -1.59469 -1.31675
H -1.37852 -0.87349 -1.50465
H -1.15033 -1.75242 0.01650
H -0.44763 1.52726 0.03411
H -2.01777 2.22348 0.44436
*
```

---

The following is a quantum chemistry calculation of 3 unconnected molecules or ions with the total composition C37H39BNO7S in a non-equilibrium geometry, from the OMol25 dataset.

HOMO level in eV: -11.04
Orbital gap in eV: 7.70
Max |F| in eV/Å: 1.33
ΔE to the lowest compared entry with this formula, charge and spin in kJ/mol: 0.00
LUMO in eV: -3.340

```
! RIJCOSX wB97M-V def2-TZVPD def2/J DEFGRID3
* xyz 1 1
N 7.42434 4.29221 -1.87095
C 7.27410 3.46166 -0.63795
C 7.09445 1.97249 -0.95624
C 5.69478 1.46154 -0.64379
C 4.72058 2.14407 -1.61838
C 3.35297 1.51541 -1.51389
S 2.11558 2.22039 -2.67162
C 0.77297 2.85420 -1.61644
C 0.25476 4.26499 -1.94671
C 0.73342 5.34262 -0.94873
C 1.47077 6.54218 -1.57334
O 2.66560 6.87257 -0.88828
B 3.04428 3.61172 -3.55114
O 3.44344 4.75633 -2.93423
O 3.23665 3.37519 -4.84861
H 6.68080 4.98142 -1.88213
H 8.26576 4.84978 -1.77665
H 8.12368 3.61089 0.01277
H 6.39706 3.83345 -0.11855
H 7.84063 1.43269 -0.38143
H 7.33171 1.80460 -1.99861
H 5.65165 0.39039 -0.80719
H 5.46503 1.73040 0.37954
H 5.17003 2.04505 -2.60183
H 4.66087 3.17748 -1.30886
H 3.35246 0.44300 -1.64743
H 2.97692 1.69944 -0.51679
H -0.03164 2.14533 -1.74485
H 1.07334 2.78252 -0.58131
H 0.42214 4.56433 -2.97696
H -0.81756 4.19934 -1.83020
H -0.13374 5.73121 -0.43490
H 1.34975 4.91225 -0.16719
H 0.84150 7.41716 -1.46738
H 1.65274 6.39454 -2.63371
H 3.05063 6.06195 -0.52886
H 4.41259 4.78272 -2.85490
H 4.10323 3.71614 -5.14147
C 2.33175 -1.94421 4.29668
C 1.71752 -3.13170 4.67898
C 0.92080 -3.82319 3.78231
C 0.72616 -3.32537 2.50154
C 1.32648 -2.12173 2.12258
C 2.13667 -1.43994 3.02283
C 1.09483 -1.54843 0.77236
O 1.62237 -0.49896 0.44031
C 0.19685 -2.27770 -0.16177
C -0.08083 -1.73399 -1.41042
C -0.90829 -2.40632 -2.29273
C -1.45809 -3.63256 -1.93574
C -1.18787 -4.17895 -0.69307
C -0.36805 -3.50232 0.20003
C -0.11945 -4.09052 1.54534
O -0.60470 -5.15671 1.85436
H 2.95975 -1.41036 4.99716
H 1.86277 -3.51846 5.67852
H 0.44617 -4.74955 4.07377
H 2.60841 -0.51438 2.72479
H 0.34979 -0.78141 -1.68709
H -1.12719 -1.97764 -3.26172
H -2.10125 -4.15959 -2.62746
H -1.61622 -5.12929 -0.40942
C -8.96380 -0.73626 -0.12439
C -8.99511 -0.31061 1.19961
C -8.12866 -0.86136 2.12790
C -7.23307 -1.84926 1.73894
C -7.21554 -2.29084 0.41371
C -8.07696 -1.72368 -0.51690
C -6.29402 -3.37821 -0.01674
O -6.26886 -3.75581 -1.17039
C -5.40547 -3.99348 1.00731
C -4.57685 -5.04681 0.64107
C -3.73235 -5.62011 1.57499
C -3.70511 -5.13952 2.88023
C -4.53351 -4.09569 3.25341
C -5.39172 -3.52337 2.32155
C -6.29646 -2.41946 2.74712
O -6.27246 -1.99783 3.88441
H -9.63750 -0.29909 -0.84928
H -9.69724 0.45317 1.50617
H -8.14621 -0.53074 3.15694
H -8.05295 -2.06186 -1.54335
H -4.59848 -5.41427 -0.37593
H -3.08759 -6.43968 1.28809
H -3.03631 -5.58391 3.60489
H -4.52039 -3.72168 4.26770
*
```

---

The following is a quantum chemistry calculation of 16 unconnected molecules or ions with the total composition C6H46NO17 in a non-equilibrium geometry, from the OMol25 dataset.

HOMO level in eV: -12.56
Orbital gap in eV: 9.75
Max |F| in eV/Å: 9.97
ΔE to the lowest compared entry with this formula, charge and spin in kJ/mol: 160.11
LUMO in eV: -2.814

```
! RIJCOSX wB97M-V def2-TZVPD def2/J DEFGRID3
* xyz 1 1
C -0.92600 0.38670 4.52527
O 0.35300 0.15570 3.99527
C 0.68100 0.60070 2.75327
C -0.02400 -0.27230 1.59427
N 0.38600 0.06170 0.19127
H 0.17400 1.09670 0.03927
H 1.44300 -0.38030 0.01827
C -0.40500 -0.53330 -0.82073
C 0.36800 -0.49230 -2.11973
O -0.46000 -0.71630 -3.30873
C 0.25400 -0.90130 -4.48473
H -1.57400 1.34470 4.50727
H -0.70800 0.33170 5.54527
H -1.49200 -0.43430 4.10627
H 1.91300 0.66470 2.80227
H 0.40100 1.68170 2.57927
H -1.07400 -0.20930 1.51627
H 0.23800 -1.37030 1.62427
H -1.35900 0.24870 -0.78473
H -0.54400 -1.56330 -0.76773
H 1.14300 -1.25630 -2.15673
H 0.89600 0.50670 -2.20673
H 0.71300 -1.84030 -4.50273
H 0.87800 -0.05930 -4.79173
H -0.27700 -0.99330 -5.48173
O -3.54100 -1.08330 -4.77773
H -2.84300 -1.33330 -4.22573
H -4.25900 -1.13130 -4.32673
O 2.75400 1.86970 -4.46173
H 3.16400 1.16370 -4.85073
H 1.94300 2.04970 -5.06173
O 2.40900 3.19970 1.25027
H 2.32200 3.77770 0.50627
H 2.52900 3.70870 2.05027
O -1.28000 1.56970 -7.19873
H -0.76800 0.96870 -7.66473
H -0.82300 1.77370 -6.41073
O 2.10000 -1.07730 5.82127
H 2.16900 -0.75630 6.59327
H 1.67600 -0.39830 5.28927
O -0.08900 2.35770 -5.01773
H 0.13300 3.06570 -4.51373
H -1.00200 2.05870 -4.63473
O -4.11400 -0.01230 5.16827
H -5.00500 -0.10730 5.53127
H -4.30600 0.42370 4.32127
O 0.02800 -3.74830 0.27527
H -0.33800 -3.99630 1.13327
H 0.41900 -4.60930 -0.01473
O -2.10200 -3.02930 -2.48373
H -1.22500 -3.39230 -2.34473
H -2.56500 -3.08230 -1.70673
O -2.77800 -3.60130 0.09327
H -1.81500 -3.64130 0.06327
H -3.25300 -4.42230 0.08427
O 2.37000 -4.19530 -3.58073
H 2.02900 -4.07230 -4.54473
H 3.18600 -3.85030 -3.48473
O 3.10000 0.18970 -0.38873
H 3.83800 0.49770 -0.75973
H 3.31600 -0.27130 0.48127
O -0.19300 2.94670 0.14627
H -0.86900 3.06170 0.81627
H 0.56000 3.28970 0.36527
O -1.08700 4.22870 5.04727
H -0.74900 4.65670 4.18927
H -0.40900 4.21370 5.60527
O 1.57000 1.40670 7.44827
H 0.74400 1.45170 7.81127
H 2.05600 1.82370 7.99027
*
```